Density functional theory data (ωB97M-V/def2-TZVPD) for one molecule with the formula C22H32N2O3.

Last column: Mulliken charge in e.
Geometry (Å):
C -0.3728 -1.4488 -0.8807  -0.94
N -0.8274 -0.3961 -0.0013  0.29
C -0.0315 0.5761 0.4989  -0.07
O -0.4668 1.4525 1.2243  -0.74
C 1.4367 0.5337 0.0804  2.81
H 1.7712 -0.5000 -0.0032  -1.10
C 2.2744 1.2349 1.1615  -1.94
N 3.5730 1.6282 0.6766  0.31
C 3.6694 2.3454 -0.4642  0.69
O 4.7288 2.7264 -0.9245  -0.70
C 2.3239 2.5862 -1.1156  -1.23
H 2.4824 3.0601 -2.0845  0.45
C 1.6009 1.2484 -1.2786  -0.77
H 2.1818 0.6184 -1.9554  0.42
H 0.6245 1.4244 -1.7362  0.56
H 1.7294 3.2564 -0.4919  0.38
C 4.7782 1.2477 1.3809  -1.03
H 4.5052 0.9445 2.3928  0.48
H 5.4332 2.1226 1.4341  0.48
C 5.5357 0.1185 0.6597  -1.40
C 4.6399 -1.0494 0.3682  0.51
C 4.2320 -1.3169 -0.9325  -0.18
C 3.3819 -2.3755 -1.2041  -0.47
C 2.9229 -3.1790 -0.1737  -0.58
C 3.3217 -2.9198 1.1274  -0.69
C 4.1750 -1.8642 1.3943  -0.16
H 4.4909 -1.6748 2.4106  0.47
H 2.9698 -3.5457 1.9347  0.41
H 2.2645 -4.0097 -0.3846  0.47
H 3.0769 -2.5755 -2.2215  0.41
H 4.5891 -0.6906 -1.7375  0.36
H 5.9330 0.5212 -0.2721  0.45
H 6.3711 -0.1910 1.2912  0.44
H 2.3999 0.5618 2.0108  0.40
H 1.7126 2.1117 1.5096  0.43
C -2.2431 -0.3587 0.3222  -1.28
C -3.0441 0.3038 -0.8018  -0.61
C -4.5567 0.3724 -0.5664  0.10
C -5.2228 -1.0043 -0.4968  -0.59
H -5.0324 -1.5758 -1.4068  0.35
C -6.7318 -0.8212 -0.3161  -0.70
O -7.0367 -0.0801 0.8409  -0.39
C -6.4619 1.2065 0.8081  -0.72
C -4.9372 1.1457 0.6979  -0.59
H -4.5287 2.1561 0.6707  0.36
H -4.5472 0.6354 1.5788  0.31
H -6.7686 1.6907 1.7373  0.37
H -6.8722 1.7756 -0.0422  0.39
H -7.2308 -1.7846 -0.1911  0.37
H -7.1491 -0.3175 -1.2037  0.39
H -4.8388 -1.5631 0.3575  0.29
H -4.9852 0.9047 -1.4264  0.30
H -2.8631 -0.2358 -1.7357  0.44
H -2.6639 1.3203 -0.9239  0.34
H -2.5847 -1.3799 0.5032  0.30
H -2.3394 0.2250 1.2387  0.37
H 0.1435 -1.0494 -1.7543  0.30
H 0.3009 -2.1357 -0.3610  0.25
H -1.2377 -2.0125 -1.2228  0.43

## Properties
frontier orbital gap	0.35003	Ha
energy	-1192.7866	Eh
structure (SMILES)	CN(CCC1CCOCC1)C(=O)[C@H]1CCC(=O)N(CCc2ccccc2)C1
relative energy (zero: lowest compared OMol25 entry of this formula, charge and spin)	0.376	eV
max |F|	0.69	eV/A
HOMO level	-8.919	eV